Entry 1:
Density functional theory data (ωB97M-V/def2-TZVPD) for 3 unconnected molecules or ions with the total composition C3H11NO4 in a non-equilibrium geometry.

## Properties
relative energy (zero: lowest compared OMol25 entry of this formula, charge and spin) = 3.577 eV
calculated total energy = -476.5462 Ha
gap between HOMO and LUMO = 9.801 eV

Each line ends with the natural charge from an NBO analysis.
Atoms and positions in Å:
C (-2.41439, -2.70571, 0.50730)  -0.5861
C (-1.52900, -1.80673, -0.47439)  -0.1532
N (-2.10675, -0.59230, -0.91635)  -0.8713
C (-0.26538, -1.35049, 0.08856)  0.7936
O (0.89467, -1.40134, -0.18512)  -0.5577
O (-0.55726, -0.47850, 1.19691)  -0.7710
H (-1.76373, -3.36886, 0.93263)  0.2169
H (-3.15428, -2.22077, 0.93382)  0.2117
H (-2.93646, -3.38690, -0.21307)  0.1985
H (-1.40383, -2.50846, -1.36368)  0.2167
H (-2.26582, -0.68616, -2.02867)  0.3963
H (-2.77305, -0.01798, -0.28985)  0.4109
H (0.14960, -0.33508, 1.80778)  0.4947
O (4.12186, 2.45348, 2.07779)  -0.9590
H (4.71386, 2.11115, 2.65478)  0.4751
H (4.32956, 2.54558, 1.16486)  0.4840
O (0.92331, 4.32311, -2.35790)  -0.9305
H (0.94415, 3.40513, -2.30619)  0.4640
H (1.09911, 4.61210, -1.46021)  0.4663

---

Entry 2:
Density functional theory data (ωB97M-V/def2-TZVPD) for 3 unconnected molecules or ions with the total composition C3H11NO4 in a non-equilibrium geometry.

## Properties
relative energy (zero: lowest compared OMol25 entry of this formula, charge and spin) = 4.222 eV
calculated total energy = -476.5225 Ha
gap between HOMO and LUMO = 10.351 eV

Each line ends with the natural charge from an NBO analysis.
Atoms and positions in Å:
N (-0.49296, -1.22477, 0.97295)  -0.8616
C (0.72036, -0.37341, 0.44889)  -0.1540
C (0.84520, 0.86632, 1.32917)  0.4285
O (-0.19247, 1.53074, 1.24201)  -0.5697
C (0.83235, 0.08388, -0.95989)  -0.1393
O (1.55365, 1.30553, -0.93948)  -0.6979
H (-0.61185, -2.08691, 0.41056)  0.3753
H (-1.33780, -0.63475, 0.82007)  0.3715
H (1.58011, -1.03027, 0.90169)  0.1973
H (1.43816, 1.01790, 2.17486)  0.1583
H (1.53840, -0.52411, -1.55962)  0.1948
H (-0.09158, 0.09675, -1.62113)  0.2309
H (0.88561, 1.85659, -0.61384)  0.4698
O (-1.96564, -1.12627, 3.47512)  -0.9698
H (-2.04060, -0.15153, 3.16238)  0.4641
H (-1.34067, -1.52847, 2.80045)  0.4933
O (-0.44804, 0.43982, -3.62206)  -0.9555
H (-1.20037, 0.55383, -4.40845)  0.4826
H (0.32815, 0.92913, -4.01369)  0.4813

---

Entry 3:
Density functional theory data (ωB97M-V/def2-TZVPD) for 4 unconnected molecules or ions with the total composition C3H11NO4 in a non-equilibrium geometry.

## Properties
relative energy (zero: lowest compared OMol25 entry of this formula, charge and spin) = 7.833 eV
calculated total energy = -476.3898 Ha
gap between HOMO and LUMO = 6.071 eV

Each line ends with the natural charge from an NBO analysis.
Atoms and positions in Å:
O (-0.61282, -1.18109, 0.13701)  -0.4798
C (-0.37594, -0.22314, -0.62736)  0.3816
C (0.84937, -0.32354, -1.34737)  0.0764
N (1.80297, -1.16023, -1.03903)  -0.4174
C (3.00224, -0.68435, 0.00474)  0.1457
O (2.65482, 0.18119, 0.83648)  -0.6006
H (-1.14830, 0.54838, -0.56539)  0.2628
H (0.86839, 2.45890, 2.46146)  -0.0054
H (1.31084, 0.44513, -1.96468)  0.2157
H (1.33977, -1.99498, -0.67321)  0.3870
H (3.27215, -1.70892, 0.31559)  0.1397
H (3.73325, -0.35355, -0.77218)  0.1118
H (0.73002, 1.73083, 2.42870)  0.0046
H (-1.56202, -0.84476, 0.63872)  0.4993
H (-2.93127, -0.34660, 1.90736)  0.4708
O (-2.72025, -0.32577, 0.97515)  -1.1727
H (-3.81055, 1.92448, -1.02390)  0.4692
H (-3.17147, 0.66629, -0.43181)  0.5094
O (-3.23121, 1.19173, -1.26028)  -0.9982

---

Entry 4:
Density functional theory data (ωB97M-V/def2-TZVPD) for 2 unconnected molecules or ions with the total composition C3H11NOP.

## Properties
net charge = +1
relative energy (zero: lowest compared OMol25 entry of this formula, charge and spin) = 5.161 eV
calculated total energy = -591.8585 Ha
gap between HOMO and LUMO (alpha / beta) = 6.821 / 9.228 eV

Each line ends with the natural charge from an NBO analysis.
Atoms and positions in Å:
C (1.52296, 2.84952, 0.40610)  -0.4750
C (-2.10508, -1.26252, -0.42100)  -0.4258
C (-0.17577, -0.01751, 0.53203)  -0.3611
N (-0.97641, -0.32589, -0.65086)  -0.5494
O (1.48180, -1.57741, -0.60026)  -1.0073
P (1.01994, -1.26768, 0.95677)  0.9395
H (2.22887, 2.31719, -0.19453)  0.1712
H (1.58466, 2.81342, 1.47244)  0.1742
H (0.81320, 3.49971, -0.06125)  0.1736
H (-2.64089, -1.45178, -1.34975)  0.2435
H (-1.71176, -2.20433, -0.03669)  0.2382
H (-2.79036, -0.83939, 0.31037)  0.2380
H (-0.75788, 0.39954, 1.34308)  0.2253
H (-0.32122, -0.74963, -1.32249)  0.4609
H (-1.34054, 0.54379, -1.05526)  0.4470
H (2.10255, -2.30336, -0.70437)  0.5274
H (2.06592, -0.42367, 1.37569)  -0.0202

---

Entry 5:
Density functional theory data (ωB97M-V/def2-TZVPD) for 2 unconnected molecules or ions with the total composition C3H11NOS in a non-equilibrium geometry.

## Properties
relative energy (zero: lowest compared OMol25 entry of this formula, charge and spin) = 0.052 eV
calculated total energy = -649.0801 Ha
gap between HOMO and LUMO = 9.581 eV

Each line ends with the natural charge from an NBO analysis.
Atoms and positions in Å:
C (-1.37263, 2.31809, 0.22165)  -0.6318
C (-0.83050, 0.91617, -0.07646)  -0.0800
N (-1.09731, -0.02208, 1.00752)  -0.8428
C (0.67204, 1.00885, -0.31884)  -0.5078
S (1.35488, -0.42910, -1.22760)  -0.0789
H (-1.53232, 2.95868, -0.64753)  0.2186
H (-2.34202, 2.25912, 0.73595)  0.2065
H (-0.72097, 2.90702, 0.86803)  0.2056
H (-1.27196, 0.55691, -1.00600)  0.2036
H (-2.10602, -0.09304, 1.10347)  0.3653
H (-0.78823, 0.38739, 1.88261)  0.3558
H (1.19686, 1.04524, 0.64397)  0.2158
H (0.91878, 1.85354, -0.96992)  0.2284
H (1.46878, -1.36376, -0.27513)  0.1593
O (0.08885, -2.77655, 0.94578)  -0.9785
H (0.11580, -3.08806, 1.85727)  0.4630
H (-0.38783, -1.91667, 0.96678)  0.4979

---

Entry 6:
Density functional theory data (ωB97M-V/def2-TZVPD) for 2 unconnected molecules or ions with the total composition C3H11NOS.

## Properties
relative energy (zero: lowest compared OMol25 entry of this formula, charge and spin) = 0.065 eV
calculated total energy = -649.0796 Ha
gap between HOMO and LUMO = 10.147 eV

Each line ends with the natural charge from an NBO analysis.
Atoms and positions in Å:
C (-1.67864, 0.79865, 0.76952)  -0.6131
C (-0.50696, 0.08578, 0.11463)  -0.0664
N (0.63743, 0.13636, 1.02898)  -0.8461
C (-0.25950, 0.73638, -1.25627)  -0.5162
S (1.13781, -0.04057, -2.13279)  -0.0611
H (-1.47136, 1.86942, 0.88458)  0.2028
H (-2.59615, 0.67677, 0.19721)  0.2131
H (-1.83866, 0.40490, 1.76643)  0.2255
H (-0.77974, -0.95463, -0.04994)  0.1914
H (0.94364, 1.10407, 1.09743)  0.3543
H (1.43493, -0.34351, 0.61772)  0.3717
H (-0.00608, 1.78196, -1.11597)  0.2066
H (-1.17225, 0.67687, -1.83667)  0.2149
H (1.29745, 0.93580, -3.03241)  0.1304
O (-0.50341, -1.72544, 3.11379)  -0.9700
H (0.12608, -1.07035, 2.77763)  0.4987
H (-1.25363, -1.82246, 2.52913)  0.4636

---

Entry 7:
Density functional theory data (ωB97M-V/def2-TZVPD) for 2 unconnected molecules or ions with the total composition C3H11NOS2 in a non-equilibrium geometry.

## Properties
relative energy (zero: lowest compared OMol25 entry of this formula, charge and spin) = 1.000 eV
calculated total energy = -1047.2306 Ha
gap between HOMO and LUMO = 8.850 eV

Each line ends with the natural charge from an NBO analysis.
Atoms and positions in Å:
C (0.08447, -0.39958, -2.63082)  -0.4174
N (0.50508, 0.72129, -1.79934)  -0.6431
C (1.10945, 0.42586, -0.48663)  -0.2282
C (-0.00281, 0.25994, 0.57205)  -0.5670
S (-0.81862, -1.33233, 0.50066)  0.0973
S (0.33867, -2.50201, 1.73736)  -0.1532
H (0.00747, -0.02122, -3.65821)  0.1885
H (-0.96630, -0.68507, -2.48002)  0.1712
H (0.74074, -1.26459, -2.65075)  0.2063
H (-0.17790, 1.45198, -1.70660)  0.3568
H (1.88112, -0.32984, -0.61522)  0.2087
H (1.65478, 1.31011, -0.12052)  0.1891
H (-0.79544, 0.99734, 0.40787)  0.2263
H (0.42126, 0.44623, 1.56611)  0.2310
H (-0.58533, -2.80043, 2.67735)  0.1334
O (-0.57281, 5.39986, -0.20166)  -0.9185
H (-0.97622, 6.06895, -0.78274)  0.4598
H (0.27089, 5.50705, -0.63135)  0.4589

---

Entry 8:
Density functional theory data (ωB97M-V/def2-TZVPD) for 3 unconnected molecules or ions with the total composition C3H11NOS2 in a non-equilibrium geometry.

## Properties
relative energy (zero: lowest compared OMol25 entry of this formula, charge and spin) = 5.310 eV
calculated total energy = -1047.0722 Ha
gap between HOMO and LUMO = 3.960 eV

Each line ends with the natural charge from an NBO analysis.
Atoms and positions in Å:
S (-1.49444, 1.69323, -3.29819)  0.0391
S (0.20303, -1.30576, 3.49150)  -0.0585
C (0.64680, 0.14083, 2.50057)  -0.5310
C (1.31641, -0.22199, 1.18729)  -0.2289
N (0.34918, -0.35555, 0.08080)  -0.6289
C (0.00643, 0.90620, -0.52300)  -0.4603
H (-0.06094, -2.19394, 2.50416)  0.1283
H (-0.24304, 0.77606, 2.44124)  0.2180
H (1.38307, 0.74252, 3.04709)  0.2205
H (1.83518, -1.18167, 1.29424)  0.2085
H (2.03074, 0.57469, 0.94294)  0.1717
H (0.68208, -1.04666, -0.56734)  0.3793
H (0.88095, 1.37649, -1.05986)  0.1651
H (-0.60138, 1.43099, 0.18538)  0.2050
H (-0.70427, 0.92599, -1.38064)  0.1961
H (-0.09237, -1.31612, -3.85887)  0.4686
H (-0.32254, -0.24303, -2.85890)  0.4637
O (0.14332, -1.10086, -2.94667)  -0.9564

---

Entry 9:
Density functional theory data (ωB97M-V/def2-TZVPD) for 2 unconnected molecules or ions with the total composition C3H11NS in a non-equilibrium geometry.

## Properties
relative energy (zero: lowest compared OMol25 entry of this formula, charge and spin) = 4.932 eV
calculated total energy = -573.6503 Ha
gap between HOMO and LUMO = 3.962 eV

Each line ends with the natural charge from an NBO analysis.
Atoms and positions in Å:
C (3.27714, 3.64623, -0.23484)  -0.7568
S (2.38598, 2.18085, -0.69017)  -0.7106
H (3.94802, 3.50520, 0.78172)  0.1676
H (3.89633, 4.06592, -1.00837)  0.1824
H (2.59515, 4.58409, -0.05480)  0.1705
C (-2.13114, -2.69369, 0.00907)  -0.6737
C (-0.97153, -1.85672, 0.40535)  -0.2451
N (-1.18649, -0.37783, 0.07777)  -0.7250
H (-1.86565, -3.46793, -0.80894)  0.2539
H (-2.46181, -3.17803, 0.92240)  0.2451
H (-2.92219, -2.24513, -0.49283)  0.2255
H (-0.52810, -1.97165, 1.49366)  0.2575
H (0.02523, -2.06296, -0.28970)  0.2419
H (-0.68606, -0.14726, -0.86712)  0.4847
H (-1.05607, 0.26906, 0.83968)  0.4522
H (-2.31881, -0.25016, -0.08288)  0.4301

---

Entry 10:
Density functional theory data (ωB97M-V/def2-TZVPD) for 2 unconnected molecules or ions with the total composition C3H11NS in a non-equilibrium geometry.

## Properties
relative energy (zero: lowest compared OMol25 entry of this formula, charge and spin) = 0.951 eV
calculated total energy = -573.7965 Ha
gap between HOMO and LUMO = 9.276 eV

Each line ends with the natural charge from an NBO analysis.
Atoms and positions in Å:
C (2.81643, -0.61434, 0.14785)  -0.4087
N (1.71444, -1.51789, 0.27564)  -0.6465
C (0.68432, -1.51351, -0.77219)  -0.4063
H (3.78175, -1.10389, 0.00128)  0.1809
H (2.92941, 0.03563, 1.01250)  0.1890
H (2.71315, 0.06187, -0.71087)  0.1808
H (1.25068, -1.58228, 1.16439)  0.3654
H (0.53810, -0.52695, -1.22758)  0.1679
H (0.90773, -2.24881, -1.55068)  0.1836
H (-0.25986, -1.84829, -0.33038)  0.1938
C (-2.77210, 2.28548, 0.47776)  -0.7195
S (-3.70975, 0.71475, 0.46978)  -0.0520
H (-1.82374, 2.11985, 0.98671)  0.2152
H (-3.37601, 3.08307, 0.90509)  0.2266
H (-2.57696, 2.56616, -0.54228)  0.2142
H (-2.81760, 0.08917, -0.30701)  0.1157

---

Entry 11:
Density functional theory data (ωB97M-V/def2-TZVPD) for 2 unconnected molecules or ions with the total composition C3H11NS in a non-equilibrium geometry.

## Properties
relative energy (zero: lowest compared OMol25 entry of this formula, charge and spin) = 1.008 eV
calculated total energy = -573.7945 Ha
gap between HOMO and LUMO = 9.737 eV

Each line ends with the natural charge from an NBO analysis.
Atoms and positions in Å:
C (-0.85952, 1.10746, 1.49058)  -0.4255
N (-0.25618, 0.88865, 0.19568)  -0.6303
C (-0.76965, 1.81605, -0.83192)  -0.4123
H (-1.83618, 1.60243, 1.56130)  0.1776
H (-0.24448, 1.61995, 2.24629)  0.1882
H (-0.97403, 0.12404, 1.97430)  0.1931
H (-0.44301, -0.07804, -0.02393)  0.3510
H (-1.86300, 1.79661, -0.87632)  0.1680
H (-0.36472, 2.78026, -0.55459)  0.1991
H (-0.46500, 1.45634, -1.81297)  0.2061
C (1.22272, -2.63612, -0.52313)  -0.7305
S (2.06912, -1.23697, -1.35508)  -0.0840
H (1.19881, -3.54713, -1.12490)  0.2245
H (0.23449, -2.36957, -0.16877)  0.2069
H (1.85250, -2.98632, 0.29980)  0.2124
H (1.49813, -0.33764, -0.49633)  0.1556

---

Entry 12:
Density functional theory data (ωB97M-V/def2-TZVPD) for 2 unconnected molecules or ions with the total composition C3H11NS in a non-equilibrium geometry.

## Properties
relative energy (zero: lowest compared OMol25 entry of this formula, charge and spin) = 0.753 eV
calculated total energy = -573.8038 Ha
gap between HOMO and LUMO = 9.298 eV

Each line ends with the natural charge from an NBO analysis.
Atoms and positions in Å:
C (-2.07125, -0.58125, -0.09849)  -0.7247
S (-1.18378, 0.51030, 1.06284)  0.1548
C (0.30462, -0.45383, 1.40424)  -0.7426
H (-2.14195, -1.54126, 0.38090)  0.2132
H (-1.64604, -0.56358, -1.09643)  0.2200
H (-3.05992, -0.11530, -0.14844)  0.2232
H (1.17505, 0.06758, 1.03578)  0.2110
H (0.35746, -0.57439, 2.48765)  0.2178
H (0.21381, -1.45600, 0.99849)  0.2267
C (1.86070, 0.83816, -1.47447)  -0.4196
N (1.88392, -0.61595, -1.64211)  -0.8562
H (2.34948, 1.14630, -0.55096)  0.1882
H (0.91348, 1.38226, -1.44625)  0.1904
H (2.36077, 1.23228, -2.36394)  0.1782
H (2.53871, -1.07970, -1.03339)  0.3609
H (2.08053, -0.87110, -2.59570)  0.3585